A structure of composition C24H33N2O5P2SY at a distorted geometry, computed with ωB97M-V/def2-TZVPD.

Summary:
2S+1 = 1
net charge = 0
HOMO level (spin up / spin down) = -4.31 / -3.92 eV
total energy = -2539.09164 a.u.

Atoms and positions in Å:
1 C 2.2327 -3.8464 -0.1430
2 C 1.9351 -2.4990 -0.2247
3 N 1.0728 -1.9196 0.6394
4 C 0.4884 -2.7009 1.6056
5 C 0.9189 -4.0168 1.8488
6 C 1.7815 -4.6220 0.9013
7 C 2.6544 -1.6973 -1.3284
8 P 2.4292 0.1212 -1.4900
9 Y 0.7522 0.5476 0.4728
10 P -1.7663 -0.8248 1.5607
11 C -0.6097 -2.0350 2.4469
12 C -0.4856 2.8165 -0.0545
13 C 0.0812 3.9090 0.5812
14 C -0.4902 5.2021 0.4237
15 C -1.6428 5.3801 -0.3506
16 C -2.1992 4.2673 -0.9937
17 C -1.5956 2.9873 -0.8681
18 O -1.1214 -2.1059 -5.9467
19 O -2.1083 -0.1962 -2.3519
20 H 2.8351 -4.2630 -0.9428
21 H 0.5616 -4.5510 2.7198
22 H 2.1108 -5.6359 1.0329
23 C 4.0510 0.7990 -0.9650
24 C 2.2878 0.5375 -3.2631
25 H -1.2674 -2.7689 2.9602
26 H -0.1290 -1.3955 3.2309
27 H 2.3768 -2.0993 -2.2600
28 H 3.7463 -1.8352 -1.1651
29 C -2.6336 -0.1572 3.0475
30 C -2.9370 -2.0817 0.7972
31 H 0.9724 3.8045 1.2129
32 H -0.0329 6.0559 0.9289
33 H -2.1043 6.3695 -0.4509
34 H -3.1042 4.3809 -1.5948
35 H -2.0322 2.1534 -1.4276
36 H -2.6998 -0.3311 -3.0390
37 H -1.3002 -0.6325 -2.5059
38 H -1.3172 -2.5550 -6.7626
39 H -0.8443 -2.7379 -5.2776
40 H -4.4199 -1.1885 -3.4859
41 H 4.4494 1.4889 -1.7294
42 H 3.9338 1.3665 -0.0287
43 H 4.7733 -0.0041 -0.7749
44 H 2.9394 1.3515 -3.5994
45 H 2.4771 -0.3545 -3.8800
46 H 1.2523 0.8485 -3.4415
47 H -3.8457 -2.1260 1.4581
48 H -3.1573 -1.7145 -0.2207
49 H -2.3445 -3.0398 0.7990
50 H -3.2892 -0.9066 3.5238
51 H -1.8760 0.1965 3.7734
52 H -3.2515 0.7004 2.7272
53 O 1.4237 -0.7779 6.2609
54 S 0.7429 0.4081 5.7959
55 O -0.5635 0.7338 6.3230
56 N 0.5379 0.2343 4.1373
57 C 1.2819 1.1218 3.5261
58 O 1.3379 1.3707 2.2756
59 C 2.1059 1.9978 4.2939
60 C 2.9266 3.0038 3.7672
61 C 3.4326 3.8998 4.6872
62 C 3.1489 3.7872 6.0678
63 C 2.3590 2.7166 6.5381
64 C 1.8282 1.8183 5.6192
65 H 3.1228 3.0232 2.6926
66 H 4.0604 4.7097 4.3418
67 H 3.5417 4.5371 6.7680
68 H 2.1544 2.5795 7.5985

Atomic partial charges in e from the Mulliken method, atoms 1 to 4: number 1, C, carries -0.77; number 2, C, carries 0.62; number 3, N, carries 0.15; number 4, C, carries 0.51